187
Properties=species:S:1:pos:R:3:forces:R:3 method="wB97M-V/def2-TZVPD" e_above_lowest_kcal_mol=32.8 e_lumo_ev=0.53 e_tot_ha=-3178.7360 homo_ha=-0.3289 charge=0 smiles=COC[C@H](C)N.COC[C@H](C)N.COC[C@H](C)N.COC[C@H](C)N.COC[C@H](C)N.COC[C@H](C)N.COC[C@H](C)N.COC[C@H](C)N.COC[C@H](C)N.COC[C@H](C)N.COC[C@H](C)N
C -3.07055 4.70604 -7.24833 0.29 -0.12 -0.21
O -3.12943 5.28320 -5.97005 -0.16 0.22 -0.10
C -3.25287 4.36905 -4.89886 0.51 0.16 0.18
C -1.87695 3.89572 -4.41087 0.28 -0.07 0.09
C -1.96661 3.11141 -3.10678 -0.77 0.27 -0.53
N -0.95668 5.02744 -4.20495 -0.42 0.15 -0.44
H -3.09435 5.51357 -7.97852 -0.21 0.04 0.06
H -3.91485 4.02697 -7.40998 0.02 0.01 -0.08
H -2.13043 4.16833 -7.43683 -0.10 -0.13 0.20
H -3.70303 4.95034 -4.08862 -0.22 -0.19 0.02
H -3.89285 3.52585 -5.18477 -0.08 0.02 0.11
H -1.43265 3.24864 -5.17670 0.03 0.10 -0.04
H -2.73733 2.33725 -3.17132 0.14 -0.10 0.03
H -2.29931 3.81670 -2.34021 0.26 -0.20 0.29
H -1.00744 2.65811 -2.87805 0.03 0.10 0.27
H -0.97446 5.56310 -5.07253 0.27 -0.08 0.04
H -1.39989 5.67879 -3.55598 0.10 -0.20 0.21
C -0.21371 0.22574 -4.92974 0.18 0.01 -0.28
O -0.15903 -1.17595 -4.78446 -0.36 -0.19 0.40
C -1.14771 -1.91638 -5.51997 1.42 1.06 0.47
C -1.13526 -3.29244 -4.93417 -1.53 -2.42 -0.49
C -1.87893 -4.27955 -5.84228 -0.23 0.04 -1.00
N -1.76545 -3.37817 -3.59450 0.60 1.53 -0.18
H -0.98380 0.51665 -5.65098 0.03 0.10 0.03
H 0.75945 0.56508 -5.29211 -0.07 0.14 -0.05
H -0.41140 0.72067 -3.97655 -0.10 -0.12 0.05
H -2.11893 -1.42671 -5.38001 -0.16 -0.21 -0.19
H -0.82563 -1.85910 -6.56540 -0.41 -0.35 -0.15
H -0.15616 -3.77340 -4.90883 0.43 0.84 0.41
H -2.94875 -4.07172 -5.96014 0.05 0.19 0.15
H -1.79942 -5.32506 -5.54543 0.12 0.14 0.45
H -1.44615 -4.24527 -6.85018 -0.08 0.08 0.07
H -2.73145 -3.05955 -3.69941 -0.09 -0.44 -0.16
H -1.37347 -2.54593 -3.13948 0.14 -0.46 0.51
C -7.37795 -3.32722 -4.59848 -0.13 -0.51 -0.19
O -6.68774 -3.54966 -3.39431 0.13 0.00 0.37
C -5.50682 -2.77421 -3.24085 -0.64 0.35 -0.83
C -5.81141 -1.32533 -2.93420 0.50 1.02 0.10
C -4.52440 -0.51424 -2.86941 0.43 0.02 0.28
N -6.50375 -1.18489 -1.65930 0.18 -0.49 -0.27
H -8.18181 -4.06356 -4.61882 -0.07 0.12 -0.01
H -6.73998 -3.53217 -5.46885 0.07 0.17 0.05
H -7.81360 -2.32878 -4.69270 0.09 0.05 0.09
H -4.91836 -3.23439 -2.45069 0.10 0.01 0.00
H -4.98057 -2.76534 -4.20932 0.28 -0.28 0.18
H -6.37590 -0.86824 -3.76102 -0.20 -0.38 -0.09
H -3.88538 -0.66791 -3.74353 -0.04 -0.11 -0.01
H -3.96249 -0.76293 -1.96504 0.02 -0.06 -0.17
H -4.70478 0.56221 -2.81005 -0.22 -0.05 -0.01
H -7.42771 -1.58801 -1.75646 -0.11 0.24 0.34
H -6.53502 -0.21043 -1.39442 -0.36 0.00 0.03
C 1.74716 0.44485 -0.05061 0.56 0.32 -0.63
O 0.65010 -0.29831 0.39302 -0.16 -0.46 0.14
C -0.58982 0.30997 0.13807 -0.40 1.22 0.66
C -1.75178 -0.57293 0.49072 -1.01 -1.19 0.03
C -1.90387 -1.83732 -0.34109 0.96 -0.05 -0.58
N -3.00696 0.19783 0.33638 0.20 0.10 0.57
H 1.56977 1.52651 -0.12810 -0.30 -0.08 0.17
H 2.05244 0.10622 -1.05045 0.02 0.04 0.05
H 2.59967 0.32181 0.62152 -0.14 -0.24 0.10
H -0.69668 1.17453 0.81453 0.17 0.12 -0.24
H -0.70147 0.73352 -0.87065 0.18 -0.40 -0.16
H -1.63437 -0.93132 1.52546 0.21 0.29 0.03
H -2.74647 -2.45881 -0.03742 -0.04 0.08 0.12
H -0.98809 -2.43438 -0.27330 -0.10 -0.07 0.16
H -1.99446 -1.59294 -1.40369 -0.20 0.14 0.08
H -3.78129 -0.44564 0.48313 0.03 -0.05 -0.19
H -3.08876 0.83943 1.12328 0.10 0.20 -0.21
C 5.31562 1.23335 1.07658 0.48 -0.27 -0.23
O 6.60484 1.11280 1.63204 0.20 -0.19 0.07
C 7.06296 2.32717 2.17490 -0.38 0.53 -0.06
C 8.31761 2.05685 2.97147 0.45 -1.43 0.71
C 9.37351 1.36171 2.09634 0.35 0.59 1.00
N 8.01900 1.13031 4.11717 -0.30 0.46 -0.78
H 5.28581 2.07764 0.37652 -0.25 0.07 0.11
H 4.57154 1.34090 1.86894 -0.15 0.08 -0.11
H 5.15495 0.31753 0.50976 -0.23 -0.01 0.06
H 7.22262 3.03901 1.34942 0.12 0.09 0.14
H 6.27499 2.74180 2.82622 0.12 0.10 0.02
H 8.76547 2.92384 3.45455 -0.34 0.47 -0.42
H 10.35079 1.46173 2.57554 -0.04 0.05 0.01
H 9.44237 1.85534 1.13008 -0.10 -0.44 -0.27
H 9.17421 0.29317 2.09611 -0.15 0.01 -0.69
H 7.63130 0.29979 3.67132 0.07 -0.10 0.20
H 7.21629 1.53580 4.59679 0.15 -0.08 0.25
C 3.19458 -8.09372 -2.67757 0.16 0.15 -0.23
O 2.25631 -7.06456 -2.86705 0.15 0.17 0.30
C 1.26778 -7.07292 -1.86049 -0.80 -0.29 -0.56
C 0.33825 -5.90477 -2.08698 -0.78 1.16 -0.19
C 1.06765 -4.57351 -2.05918 0.28 0.67 0.19
N -0.74034 -5.86387 -1.08730 0.11 -0.28 0.47
H 3.80574 -7.91871 -1.78491 -0.08 -0.08 0.08
H 3.85311 -8.08106 -3.54528 -0.01 -0.10 0.01
H 2.70035 -9.06884 -2.60540 0.06 -0.04 0.04
H 0.68875 -8.00257 -1.98917 0.05 -0.04 0.39
H 1.66455 -7.02404 -0.83999 0.21 -0.02 -0.06
H -0.15061 -5.93423 -3.07184 0.47 -0.45 -0.19
H 0.35470 -3.74679 -2.09235 -0.11 -0.13 -0.19
H 1.73870 -4.45983 -2.90992 0.00 -0.12 -0.01
H 1.65348 -4.37527 -1.15477 -0.01 -0.46 0.07
H -1.43020 -6.58798 -1.25810 0.16 -0.13 -0.03
H -1.25500 -4.99597 -1.19149 0.13 0.08 -0.07
C -2.72398 -3.87362 2.77900 0.77 0.76 0.21
O -3.69330 -3.95344 1.77438 0.39 -0.24 -0.31
C -4.20661 -5.25312 1.59576 0.12 -0.38 0.28
C -4.79799 -5.34206 0.21203 -0.32 0.37 -0.90
C -5.87183 -4.29706 -0.03808 -0.29 0.18 -0.12
N -5.32594 -6.68660 -0.00285 0.15 -0.04 0.47
H -3.20412 -3.77119 3.75633 0.22 -0.19 0.14
H -2.09262 -2.99734 2.59172 -0.48 0.30 0.05
H -1.95325 -4.65460 2.77326 -0.57 -0.54 -0.03
H -3.41017 -6.00879 1.68085 0.10 0.17 -0.02
H -4.92981 -5.50879 2.38380 -0.20 0.14 -0.19
H -3.99028 -5.10250 -0.50244 0.09 -0.11 0.15
H -5.47863 -3.27998 -0.02405 0.07 -0.08 0.42
H -6.68786 -4.39482 0.68276 0.03 0.08 0.03
H -6.29945 -4.36580 -1.04261 -0.02 -0.41 0.05
H -5.97019 -6.74113 -0.77760 0.10 0.11 -0.12
H -4.56437 -7.33625 -0.14683 -0.14 -0.14 -0.09
C 2.08255 1.02533 3.86961 -0.78 -0.06 -0.08
O 2.24961 2.28988 4.44163 0.42 0.47 -0.07
C 2.62513 2.28655 5.81015 -0.07 0.08 -1.04
C 3.10324 3.68458 6.12870 -1.27 0.21 0.35
C 3.67904 3.74424 7.53648 -0.21 0.38 0.35
N 1.93259 4.62036 6.00481 0.66 -0.39 0.11
H 2.96226 0.38406 3.95894 0.05 0.00 0.07
H 1.82802 1.19283 2.82288 0.13 -0.13 -0.06
H 1.21399 0.52368 4.31497 0.18 -0.21 0.11
H 1.72058 2.04454 6.38605 0.31 -0.24 0.41
H 3.43128 1.55726 5.95136 -0.12 -0.09 0.25
H 3.80680 3.97674 5.34934 0.34 -0.09 0.17
H 4.28808 2.88645 7.82268 0.38 0.17 -0.28
H 2.87809 3.77107 8.28441 -0.16 -0.12 -0.23
H 4.20078 4.69422 7.67303 0.33 -0.23 0.04
H 1.92199 5.21082 6.82876 -0.12 0.11 -0.10
H 1.09027 4.05675 6.03986 -0.11 0.18 -0.06
C 3.16825 3.78006 1.91650 -1.57 -0.14 -0.18
O 3.11068 4.22769 0.57194 0.43 -0.14 -0.11
C 4.02603 5.24122 0.25618 1.20 0.34 0.85
C 3.85781 5.66500 -1.19276 -1.34 -0.67 -0.51
C 2.56536 6.47089 -1.33673 -0.01 0.34 -0.09
N 3.68404 4.47895 -2.08823 0.72 0.10 0.60
H 2.73697 2.77970 1.87418 0.43 -0.10 0.21
H 2.43986 4.34019 2.51544 0.41 0.26 0.19
H 4.15026 3.78333 2.38835 0.12 0.05 -0.25
H 3.92486 6.07258 0.97340 -0.31 0.19 -0.33
H 5.06387 4.90678 0.45447 -0.15 -0.33 -0.27
H 4.71194 6.24559 -1.53473 0.09 0.04 0.14
H 2.47061 7.20259 -0.53067 -0.04 0.07 -0.10
H 1.69225 5.81834 -1.32000 0.10 -0.13 0.19
H 2.51325 6.97896 -2.30005 0.16 0.05 0.03
H 4.58871 4.04312 -2.25761 0.04 0.17 -0.10
H 3.21144 3.79089 -1.50403 -0.26 0.01 -0.27
C 2.48611 -1.29014 7.16507 0.18 0.86 0.70
O 2.62864 -1.48711 5.79037 -0.19 -0.50 -0.13
C 2.24977 -2.79323 5.38974 0.25 -0.50 -0.11
C 2.64459 -3.00240 3.93129 -0.18 0.73 0.10
C 1.66148 -2.36040 2.98875 -1.01 -0.30 -1.32
N 2.72701 -4.42340 3.63074 -0.30 0.17 0.52
H 3.15413 -1.92388 7.75967 -0.04 -0.14 -0.12
H 1.46784 -1.37979 7.56808 -0.09 -0.37 -0.41
H 2.75877 -0.24899 7.36031 0.14 -0.10 -0.01
H 2.80036 -3.57125 5.94412 -0.10 0.29 0.37
H 1.17771 -2.93982 5.56431 -0.01 -0.09 -0.09
H 3.61017 -2.47730 3.85766 0.02 -0.10 -0.20
H 0.70826 -2.90587 2.93328 0.18 -0.24 0.47
H 1.97621 -2.40518 1.93805 0.36 0.18 0.18
H 1.35250 -1.34029 3.17742 0.45 0.25 0.31
H 3.46557 -4.85530 4.16834 0.12 -0.16 -0.28
H 2.83381 -4.58813 2.64110 0.19 -0.08 0.01
C -0.26206 4.41062 0.03882 0.93 -0.81 -0.13
O -1.17995 3.55876 0.69250 -0.28 -0.16 0.05
C -1.65813 4.07860 1.90892 0.07 0.26 0.68
C -2.83124 5.04043 1.68497 0.20 -0.54 -0.65
C -3.41451 5.52738 2.99152 0.26 0.38 -0.03
N -3.85071 4.39225 0.84387 -0.09 -0.32 0.30
H -0.12624 4.00070 -0.96410 -0.42 0.42 -0.20
H 0.74914 4.29716 0.45682 -0.26 0.34 0.38
H -0.56018 5.45844 0.04626 -0.06 0.02 -0.20
H -2.00698 3.26041 2.55164 0.02 -0.23 -0.29
H -0.82963 4.54443 2.46402 -0.10 0.19 -0.06
H -2.43460 5.86517 1.08523 -0.11 0.25 0.23
H -4.05284 6.39834 2.84543 -0.05 -0.05 -0.04
H -2.59321 5.82537 3.64849 -0.14 -0.01 0.13
H -4.00878 4.75644 3.48575 0.10 -0.09 0.00
H -3.37153 3.73524 0.23013 0.01 0.21 -0.18
H -4.41519 3.78714 1.43842 -0.09 0.16 0.00